This record from OMol25 describes C38H36Br3CsN5O4 as an isolated structure in a non-equilibrium geometry. The level of theory is ωB97M-V/def2-TZVPD.

Charge: -1
LUMO energy (eV): 1.23
Relative energy (zero: lowest compared OMol25 entry of this formula, charge and spin) (kcal per mole): 33.3

Last column: Mulliken charge in e.
Element x y z (Å)
Cs  -0.72553  0.53316  2.54386  1.3336
Br  5.38461  3.17891  -2.28044  -0.1922
C  4.26219  2.27742  -1.02932  -0.2495
C  3.33527  3.00390  -0.30715  -0.8091
C  2.56439  2.27833  0.59306  -0.3136
N  2.64386  0.97199  0.76513  0.1819
C  3.53462  0.27484  0.04969  0.7351
C  4.38526  0.91816  -0.86085  -0.6036
C  3.55528  -1.18837  0.22856  0.8639
C  4.34536  -2.01875  -0.57923  -0.8811
C  4.26819  -3.37915  -0.39888  -0.1123
Br  5.30780  -4.53708  -1.50318  -0.1883
C  3.44019  -3.92360  0.56428  -0.9618
C  2.71689  -3.01453  1.32517  0.1257
N  2.76306  -1.70355  1.17536  0.0413
H  3.21503  4.06948  -0.43091  0.4738
H  1.82632  2.79800  1.19734  0.4040
H  5.12783  0.37395  -1.42360  0.4446
H  4.99404  -1.61552  -1.34133  0.4171
H  3.35823  -4.98964  0.71159  0.4489
H  2.04847  -3.38169  2.09843  0.2693
C  -3.55979  3.90957  -0.77557  -1.2304
C  -2.45211  4.04521  -1.78379  0.9783
C  -2.17236  5.25020  -2.41133  -0.8297
C  -1.11952  5.36168  -3.30834  -0.7838
C  -0.32884  4.25694  -3.57615  -1.0611
C  -0.58008  3.02934  -2.97296  1.0794
C  0.31220  1.84550  -3.23728  -0.4208
C  -1.65599  2.92835  -2.08719  -0.4875
N  -1.91772  1.74432  -1.38721  0.1984
C  -2.62540  0.80151  -1.83654  1.0541
C  -3.21062  0.72257  -3.22396  -1.5981
C  -2.92966  -0.34704  -0.91031  0.2558
C  -3.91492  -0.01598  0.16423  -1.2932
N  -2.45078  -1.50935  -1.04837  -0.7154
C  -1.54251  -1.88756  -2.04504  -0.0600
C  -1.98588  -2.78861  -3.02607  1.0392
C  -3.41719  -3.25751  -3.05334  -1.7065
C  -1.08660  -3.24825  -3.98026  -0.4804
C  0.24297  -2.86162  -3.95651  -0.9584
C  0.67924  -1.99756  -2.96510  -0.7995
C  -0.19414  -1.49077  -2.00943  0.6295
C  0.32689  -0.58115  -0.93254  0.7488
H  -4.01364  4.87712  -0.56601  0.4139
H  -3.17460  3.48914  0.15734  0.2398
H  -4.34090  3.23440  -1.13377  0.2190
H  -2.78523  6.11578  -2.18744  0.3913
H  -0.91068  6.30931  -3.78925  0.3976
H  0.50159  4.33945  -4.26886  0.4214
H  0.88837  1.99702  -4.15016  0.4954
H  -0.25523  0.91869  -3.33378  -0.1540
H  1.01372  1.71001  -2.40902  -0.1117
H  -3.25320  1.71125  -3.68057  0.4687
H  -4.20649  0.27831  -3.19853  0.4094
H  -2.57488  0.07800  -3.83738  0.2765
H  -4.84482  0.33924  -0.29243  0.3499
H  -3.54264  0.79915  0.78939  0.2870
H  -4.12130  -0.87385  0.80066  0.4319
H  -3.89689  -3.08514  -2.09185  0.3931
H  -3.45859  -4.32306  -3.28307  0.4813
H  -3.99050  -2.73204  -3.82180  0.2688
H  -1.44238  -3.92934  -4.74597  0.4256
H  0.93279  -3.23486  -4.70348  0.4166
H  1.72240  -1.69963  -2.92829  0.4951
H  1.28020  -0.15418  -1.23631  -0.6334
H  0.50009  -1.14397  -0.01192  0.5305
H  -0.35688  0.23213  -0.70777  -0.5927
O  -3.78193  2.04972  4.76510  -0.7814
C  -3.28296  1.44779  3.80806  0.7366
O  -2.77211  1.84917  2.72020  -0.8191
C  -3.16537  -0.14355  3.92536  0.3631
O  -4.12342  -0.80011  3.48943  -0.7631
O  -2.03894  -0.49634  4.37115  -0.8480
C  1.90112  -3.78269  6.33013  -1.3354
C  1.87866  -2.34917  5.87912  0.6223
C  2.41607  -1.32038  6.64263  -0.4980
C  2.36241  -0.01611  6.17881  -0.5964
C  1.76214  0.19448  4.95041  0.1700
Br  1.65937  1.96223  4.26538  -0.2009
N  1.24780  -0.75327  4.20562  -0.1131
C  1.30120  -1.99604  4.66459  -0.5446
H  2.44862  -3.88999  7.26522  0.3726
H  2.37297  -4.41516  5.57639  0.3159
H  0.88454  -4.14989  6.47970  0.3039
H  2.87075  -1.53386  7.60262  0.3594
H  2.76731  0.81101  6.74328  0.4188
H  0.85289  -2.75683  4.03254  0.5302

This record from OMol25 describes C38H36N11O3RhS3 as an isolated structure in a non-equilibrium geometry. The level of theory is ωB97M-V/def2-TZVPD.

Charge: -2
LUMO energy (spin up / spin down) (eV): 3.08 / 3.08

Last column: Mulliken charge in e.
Element x y z (Å)
Rh  1.91707  0.82084  0.46747  0.9560
N  3.38716  1.12764  1.98004  -0.1921
N  3.46490  2.47899  2.39391  -0.3448
C  2.41870  3.41208  2.04387  0.3973
O  2.36085  4.40246  2.76224  -0.8241
O  1.74728  3.14321  1.02555  -0.5009
H  2.98370  0.50780  2.69716  0.2528
H  4.31757  0.78521  1.72865  0.2993
H  3.77878  2.60818  3.35183  0.2424
C  -3.62193  -0.78956  2.91086  -1.1821
N  -2.75931  0.37619  3.01573  -0.3261
N  -1.40640  0.03805  3.20103  0.4380
C  -0.61518  0.70929  2.26519  -0.0102
O  0.61658  0.55567  2.19121  -0.1764
C  -1.50912  1.52665  1.52021  0.4122
C  -2.77947  1.29532  1.95209  -0.3958
C  -4.05977  1.88521  1.48897  -1.3368
C  -1.01390  -0.56120  4.38702  0.4650
C  0.19297  -1.26522  4.48255  -0.2456
C  0.52273  -1.90350  5.65918  -0.8841
C  -0.33034  -1.86406  6.75877  -0.3986
C  -1.51185  -1.14068  6.67721  -0.6972
C  -1.85061  -0.48796  5.51154  -0.1632
H  -3.41637  -1.45353  3.74948  0.4561
H  -3.46013  -1.33924  1.97636  0.2780
H  -4.65514  -0.45413  2.95509  0.4093
H  -1.18429  2.24283  0.79065  0.5737
H  -3.85738  2.75479  0.87004  0.0691
H  -4.66914  2.19604  2.33730  0.4588
H  -4.64489  1.18276  0.89052  0.3519
H  0.84770  -1.30962  3.62652  0.3121
H  1.45255  -2.45436  5.72310  0.4265
H  -0.07990  -2.39099  7.66983  0.3752
H  -2.17215  -1.07625  7.53427  0.3650
H  -2.74976  0.10837  5.46343  0.4469
C  3.14129  0.94687  -0.96909  -1.0326
C  3.81225  1.56082  -1.98576  0.8994
C  4.12524  2.96014  -1.92629  -0.5674
C  4.78636  3.58126  -2.95151  -0.4958
C  5.18431  2.87348  -4.08712  -0.5657
C  4.90598  1.50969  -4.16701  -0.2553
C  4.25020  0.85952  -3.15370  -0.8485
H  3.81024  3.49909  -1.04536  0.3528
H  5.01255  4.63942  -2.87955  0.3477
H  5.69491  3.37642  -4.89887  0.3192
H  5.22224  0.95744  -5.04527  0.3394
H  4.03327  -0.19739  -3.22498  0.3890
C  0.55029  2.63579  -2.22121  -1.4080
C  -0.11280  1.38488  -1.77609  0.8010
N  0.34547  0.58059  -0.83563  0.4255
C  -0.54101  -0.44998  -0.70921  -1.0759
C  -1.55076  -0.26850  -1.59894  -1.0088
N  -1.27467  0.89181  -2.27850  0.3473
C  -2.08329  1.39751  -3.36598  -1.2247
N  -3.34820  1.91160  -2.95933  0.7594
N  -4.49502  1.43223  -3.56861  -0.7245
N  -5.49341  2.18602  -3.22997  -0.5887
C  -5.05882  3.17152  -2.41574  0.1690
C  -5.73671  4.24681  -1.82109  -0.6731
C  -4.99292  5.10674  -1.03027  -0.5652
C  -3.63499  4.91782  -0.80625  -0.6621
C  -2.93491  3.86257  -1.39871  -0.3352
C  -3.65933  3.01838  -2.21603  1.3391
H  1.10677  3.03753  -1.37281  -0.0376
H  -0.17570  3.36773  -2.56673  0.6197
H  1.26357  2.43264  -3.02107  0.3050
H  -0.37298  -1.24212  -0.00332  0.6353
H  -2.43690  -0.83280  -1.80455  0.5265
H  -2.30892  0.56993  -4.05067  0.3892
H  -1.50469  2.16059  -3.90597  0.4648
H  -6.79522  4.38416  -1.98282  0.4437
H  -5.48026  5.95281  -0.55955  0.3526
H  -3.09366  5.59725  -0.16257  0.4387
H  -1.88372  3.72383  -1.20664  0.0760
S  5.20039  -6.16801  -1.24002  -0.4896
C  4.09325  -5.11686  -0.59692  0.1980
S  4.52839  -3.75632  0.42852  -0.1578
C  2.78385  -3.23402  0.40392  -0.0047
N  2.06887  -4.05196  -0.27631  -0.8210
N  2.74444  -5.10257  -0.80874  0.5264
C  1.96042  -6.04841  -1.46308  0.4503
C  2.35185  -7.37354  -1.68544  -0.3890
C  1.49316  -8.24425  -2.32450  -0.6525
C  0.23680  -7.83166  -2.74946  -0.3605
C  -0.17618  -6.53127  -2.48145  -0.6056
C  0.67186  -5.65005  -1.85120  -0.3536
S  2.21129  -1.93194  1.28169  -0.1951
H  3.31824  -7.72597  -1.36377  0.2230
H  1.80049  -9.27241  -2.47362  0.3285
H  -0.41671  -8.51919  -3.26881  0.3531
H  -1.17481  -6.21347  -2.75594  0.3358
H  0.36686  -4.63950  -1.63095  0.6355

This record from OMol25 describes C38H37BCl5N11NaO2 as an isolated structure in a non-equilibrium geometry. The level of theory is ωB97M-V/def2-TZVPD.

Charge: -1
LUMO energy (eV): 1.17
Relative energy (zero: lowest compared OMol25 entry of this formula, charge and spin) (kcal per mole): 101.2

Last column: Mulliken charge in e.
Element x y z (Å)
Na  0.26396  -1.17751  -0.39054  0.6249
O  -2.27079  9.13676  -0.60017  -0.5217
C  -3.42367  8.30382  -0.23382  -0.6460
C  -2.93914  6.83967  -0.17419  0.8605
C  -3.76637  5.93382  0.51131  -0.9573
C  -3.40328  4.57760  0.60958  -0.3880
N  -2.18766  4.14003  0.26814  -0.0765
C  -1.37866  4.99166  -0.41628  0.7431
C  -1.73141  6.38982  -0.66120  -1.3239
C  -0.04112  4.50295  -0.90263  0.4767
C  0.83361  5.41766  -1.50456  -0.7422
C  2.04178  4.96758  -2.01995  0.7437
C  2.92337  5.93289  -2.69170  -0.5692
O  2.44564  7.24079  -2.35707  -0.4874
C  2.34312  3.61174  -1.98854  -1.1988
C  1.37440  2.76369  -1.46864  -0.5838
N  0.33360  3.21178  -0.75974  -0.1106
H  -2.56328  9.86635  -1.13905  0.2963
H  -4.22407  8.32801  -0.98280  0.3425
H  -3.79782  8.57679  0.73688  0.2765
H  -4.63184  6.24182  1.02880  0.4165
H  -4.12307  3.84001  0.92757  0.4406
H  -1.01151  7.13227  -1.07851  0.4947
H  0.46227  6.42256  -1.63134  0.4915
H  2.82635  5.67379  -3.74798  0.2834
H  4.00106  5.74734  -2.48411  0.3442
H  3.04548  7.90594  -2.69685  0.2895
H  3.26809  3.12346  -2.33812  0.3813
H  1.40845  1.64099  -1.52186  0.6781
B  2.77954  -3.03585  -2.31420  0.1324
N  1.98524  -2.16232  -3.25187  0.2862
C  2.21174  -1.77403  -4.50655  -0.5764
C  1.14942  -1.03574  -5.02655  -0.7938
C  0.22977  -1.06922  -3.95393  -0.0329
N  0.62352  -1.74024  -2.91482  -0.2543
N  3.58027  -2.10632  -1.38417  -0.0733
C  4.89479  -1.75584  -1.36372  -0.2543
C  5.04245  -0.77484  -0.38020  -1.0724
C  3.77680  -0.62268  0.15619  -0.3576
N  2.86266  -1.42975  -0.41288  0.2373
H  3.58999  -3.69853  -2.94112  -0.2184
H  2.14138  -3.73735  -1.59851  -0.2310
H  3.19331  -1.94987  -4.98237  0.3708
H  1.21866  -0.39580  -5.87517  0.3269
H  -0.93713  -0.84043  -4.07436  0.4358
H  5.63389  -2.17500  -2.04307  0.4143
H  5.92852  -0.23974  -0.04191  0.3711
H  3.44466  0.04958  0.94043  0.3498
N  0.66206  0.47923  1.54655  -0.2249
C  -0.53547  1.22108  1.74914  -0.5632
C  -1.72262  0.64410  1.00013  -0.4758
N  -1.63415  0.77683  -0.43357  -0.2493
H  0.81329  -0.24954  2.28578  0.1259
H  1.47738  1.02936  1.39971  0.1397
H  -0.45910  2.25947  1.48115  0.2422
H  -0.83387  1.19566  2.77504  0.3810
H  -2.58771  1.19958  1.39117  0.4208
H  -1.77752  -0.45450  1.31980  0.1888
H  -1.36883  1.75460  -0.61112  0.0433
H  -2.44459  0.52322  -0.98345  0.1789
Cl  -1.20778  1.07044  -6.22720  -0.2588
C  -2.28434  -0.16570  -5.78679  0.0744
C  -2.02833  -0.95732  -4.68570  -0.7352
C  -2.97315  -1.93598  -4.33998  0.0080
Cl  -2.84160  -2.58003  -2.71991  -0.1505
C  -4.09856  -2.11187  -5.12918  0.4728
Cl  -5.26292  -3.29075  -4.67298  -0.2330
C  -4.41292  -1.17819  -6.11337  -0.0151
Cl  -6.07192  -1.14482  -6.67136  -0.2122
C  -3.48139  -0.23512  -6.45125  0.4171
Cl  -3.98460  1.04313  -7.46752  -0.2475
N  1.44010  -5.48984  5.54105  0.0041
C  1.02122  -5.97281  6.73560  0.5316
C  1.62281  -6.25013  7.91519  -0.6632
C  0.84075  -6.76212  8.98001  -0.5983
C  -0.50443  -6.98236  8.80657  -0.3930
C  -1.18557  -6.67953  7.60659  -0.6665
C  -0.44319  -6.07445  6.58204  0.4643
N  -0.78490  -5.71356  5.34895  -0.6613
C  0.37528  -5.33385  4.73255  0.2185
C  0.43472  -4.79769  3.36571  0.8631
C  -0.78597  -4.70613  2.57498  -0.5667
C  -0.73619  -4.08242  1.33969  -0.5426
N  0.35714  -3.46766  0.91712  0.1406
C  1.53604  -3.69089  1.54428  -0.1688
C  1.60581  -4.20342  2.83299  -1.0379
H  2.44385  -5.31685  5.34432  0.2376
H  2.66370  -6.04420  8.00904  0.3615
H  1.33544  -7.11924  9.83861  0.4009
H  -1.04507  -7.38046  9.63338  0.3919
H  -2.21219  -6.96352  7.32789  0.3589
H  -1.66975  -5.20323  2.92295  0.4761
H  -1.67846  -3.91864  0.70036  0.3468
H  2.41907  -3.24246  1.12098  0.3268
H  2.58146  -4.28752  3.30024  0.2092

How do the records compare in molecular weight? In the order shown, they have 999.354 893.887 890.856 g/mol.
How do the records compare in calculated total energy? In the order shown, they have -266308.4800 -98034.2058 -128196.2362 eV.